DFT (wB97M-V/def2-TZVPD) results for a single C4H5FN2O molecule at a distorted geometry.

HOMO-LUMO gap = 11.869 eV
LUMO = 0.650 eV
spin multiplicity = 1
E_tot = -11971.7775 eV
net charge = 0
ΔE to the lowest compared entry with this formula, charge and spin = 52.2 kcal/mol

```
13
C4H5FN2O (wB97M-V/def2-TZVPD)
F 2.989 -0.180 -0.136
C 1.678 -0.407 -0.500
C 0.776 0.143 0.623
C -0.673 -0.035 0.275
C -1.656 0.926 -0.102
N -2.771 0.306 -0.337
O -2.527 -0.997 -0.116
N -1.241 -1.211 0.254
H 1.472 0.108 -1.432
H 1.515 -1.467 -0.630
H 1.002 1.178 0.762
H 0.992 -0.350 1.523
H -1.556 1.985 -0.184
```